No. 1
Molecular formula: C16H64Fe2O24S2
Method: DFT, ωB97M-V/def2-TZVPD

## Properties
Spin multiplicity ... 11
Charge ... +2
Electronic energy ... -157190.752 eV
Frontier orbital gap (spin up / spin down) ... 6.327 / 3.815 eV
Strongest force on any atom ... 10.11 eV/A

```
108
C16H64Fe2O24S2, DFT ωB97M-V/def2-TZVPD
Fe -0.014 -0.757 -0.502
Fe -1.391 -0.439 3.890
S -2.291 -0.016 0.764
O -2.152 -0.206 2.218
O -3.585 0.554 0.363
O -1.105 0.592 0.297
O -1.803 -1.214 0.064
S 1.163 -1.170 1.893
O 2.377 -1.731 2.332
O 1.223 -0.186 0.854
O 0.454 -1.939 0.905
O 0.227 -0.821 2.978
C 4.680 1.914 1.879
O 4.841 2.528 0.636
H 5.559 1.306 2.097
H 4.411 2.554 2.719
H 3.818 1.251 1.806
H 5.724 2.820 0.399
C -4.483 2.902 -1.970
O -3.464 2.854 -0.937
H -5.416 2.451 -1.634
H -4.605 3.942 -2.273
H -3.993 2.358 -2.777
H -3.594 2.061 -0.412
C -0.511 4.999 -0.402
O -0.695 3.688 -0.236
H -1.004 5.601 0.362
H 0.524 5.331 -0.322
H -0.970 5.187 -1.373
H -1.622 3.448 -0.165
C -0.782 -3.123 -2.631
O -0.145 -2.725 -1.421
H -0.539 -4.167 -2.826
H -1.834 -3.027 -2.363
H -0.634 -2.531 -3.535
H 0.199 -3.533 -1.034
C -2.179 -0.130 -2.655
O -0.820 0.001 -2.441
H -2.626 0.851 -2.811
H -2.346 -0.664 -3.591
H -2.735 -0.739 -1.943
H -0.486 0.367 -3.263
C 1.483 -5.234 0.646
O 0.650 -5.181 -0.414
H 1.351 -6.115 1.275
H 2.490 -5.165 0.233
H 1.322 -4.364 1.283
H 0.701 -6.010 -0.896
C -0.880 -3.408 3.624
O -1.868 -2.473 3.815
H -0.813 -3.642 2.562
H 0.064 -3.196 4.126
H -1.237 -4.338 4.068
H -2.677 -2.881 3.498
C 5.687 -0.114 -1.848
O 4.494 0.553 -1.418
H 6.623 0.419 -1.683
H 5.767 -1.094 -1.376
H 5.594 -0.354 -2.907
H 4.743 1.239 -0.795
C -4.682 -3.096 1.462
O -4.372 -3.218 2.786
H -4.778 -2.075 1.090
H -3.954 -3.405 0.712
H -5.642 -3.538 1.197
H -5.118 -2.814 3.235
C -1.921 2.481 4.315
O -0.902 1.550 3.906
H -1.491 3.193 5.020
H -2.205 3.050 3.430
H -2.794 2.045 4.800
H -0.183 2.084 3.559
C 5.475 -2.715 1.172
O 4.796 -2.265 2.336
H 5.465 -3.798 1.048
H 5.060 -2.228 0.290
H 6.505 -2.363 1.222
H 3.874 -2.130 2.106
C 2.371 -1.515 -2.859
O 1.903 -0.756 -1.710
H 3.433 -1.718 -2.724
H 1.900 -2.452 -3.156
H 2.268 -0.941 -3.780
H 2.709 -0.323 -1.418
C -6.640 -0.038 -0.281
O -5.524 -0.533 -1.030
H -7.451 0.115 -0.993
H -7.019 -0.679 0.515
H -6.237 0.856 0.193
H -4.785 -0.260 -0.482
C -0.066 2.402 -4.821
O 0.154 0.966 -4.756
H 0.902 2.898 -4.893
H -0.660 2.730 -5.675
H -0.466 2.716 -3.857
H -0.007 0.582 -5.621
C 1.978 2.704 -1.628
O 0.947 1.804 -1.126
H 2.593 3.065 -0.804
H 2.610 2.134 -2.309
H 1.496 3.504 -2.191
H 0.313 2.357 -0.665
C 1.455 3.748 2.549
O 1.236 2.519 3.149
H 1.719 3.458 1.532
H 0.581 4.382 2.393
H 2.233 4.425 2.902
H 2.050 2.011 3.128
```

Löwdin population analysis, charges in e, atoms 1 to 8:
1 Fe 1.10
2 Fe 1.37
3 S 0.45
4 O -0.32
5 O -0.24
6 O -0.30
7 O -0.34
8 S 0.38

***

No. 2
Molecular formula: C16H6Br2Cl4MnN2O2
Method: DFT, ωB97M-V/def2-TZVPD

## Properties
Relative energy (zero: lowest compared OMol25 entry of this formula, charge and spin) ... 7.9 kcal/mol
Spin multiplicity ... 5
Charge ... +1
Electronic energy ... -245254.628 eV
Frontier orbital gap (spin up / spin down) ... 5.331 / 5.012 eV
Strongest force on any atom ... 4.04 eV/A

```
33
C16H6Br2Cl4MnN2O2, DFT ωB97M-V/def2-TZVPD
Mn 0.000 -0.002 0.006
Br -2.134 4.739 -4.065
C -1.551 3.427 -2.849
C -1.744 3.572 -1.474
C -1.296 2.578 -0.631
N -0.676 1.464 -1.058
C -0.491 1.330 -2.403
C -0.914 2.285 -3.314
C 0.187 0.095 -2.782
C 0.480 -0.250 -4.092
C 1.130 -1.450 -4.346
Br 1.538 -1.941 -6.116
C 1.467 -2.269 -3.267
C 1.142 -1.857 -1.992
N 0.513 -0.700 -1.723
H -2.236 4.447 -1.077
H -1.435 2.669 0.440
H -0.754 2.153 -4.371
H 0.211 0.397 -4.910
H 1.972 -3.209 -3.427
H 1.394 -2.477 -1.139
Cl -0.355 -0.396 6.588
C -0.049 -0.713 4.944
C 0.607 -1.905 4.578
Cl 1.080 -3.005 5.787
C 0.876 -2.200 3.237
Cl 1.671 -3.644 2.780
C 0.480 -1.285 2.258
O 0.638 -1.378 0.978
C -0.193 -0.060 2.634
O -0.487 0.668 1.606
C -0.453 0.217 3.979
Cl -1.249 1.667 4.411
```

Löwdin population analysis, charges in e, atoms 1 to 8:
1 Mn 1.13
2 Br 0.87
3 C -0.63
4 C -0.05
5 C -0.04
6 N 0.00
7 C -0.17
8 C -0.02